# 1
11 unconnected molecules or ions with the total composition C13H46BF4O10, computed with the ωB97M-V functional and the def2-TZVPD basis.

Structure (XYZ):
```
74
Properties=species:S:1:pos:R:3:forces:R:3
B 1.64435 -17.66435 16.03348 0.50 0.22 -0.75
F 2.34382 -18.49016 15.13506 0.13 -0.89 -0.10
F 0.31721 -18.00945 16.11413 -1.19 -0.55 -0.01
F 2.21030 -17.69353 17.28451 0.70 -0.47 1.45
F 1.78446 -16.38768 15.54358 -0.08 1.65 -0.54
C 6.32863 -21.96364 14.47497 -0.17 -0.22 0.23
O 7.50861 -22.74654 14.68928 -0.21 0.10 -0.22
H 6.35358 -21.05976 15.08364 -0.05 0.11 -0.08
H 6.21105 -21.70033 13.42381 0.36 -0.03 0.05
H 5.44797 -22.54515 14.74769 -0.16 0.08 0.03
H 7.32549 -23.27846 15.46718 0.19 -0.03 0.00
C 4.78068 -14.64672 20.40528 -1.07 0.14 0.06
O 4.03679 -14.09381 19.32947 0.56 0.33 -0.60
H 5.42546 -15.46580 20.08673 0.09 0.00 0.08
H 5.35671 -13.85803 20.88927 -0.01 -0.06 -0.12
H 3.98225 -14.98812 21.06411 0.63 -0.44 0.78
H 3.61870 -14.84293 18.89864 -0.23 0.04 -0.30
C -2.67421 -15.21307 13.47937 0.13 -0.63 -0.21
O -3.02189 -16.61938 13.57985 -0.17 1.34 -0.08
H -2.42078 -14.72531 14.42063 -0.06 -0.33 0.25
H -1.82924 -15.06797 12.80626 0.18 -0.15 -0.03
H -3.49969 -14.65070 13.04303 -0.27 -0.36 0.05
H -2.47662 -17.04256 14.24706 0.25 0.11 0.04
C 2.40419 -23.08345 18.14361 0.34 1.05 0.06
O 1.85353 -22.41125 17.02466 -0.58 -0.69 -0.14
H 2.20027 -24.15374 18.11236 0.13 0.12 -0.42
H 3.46697 -22.84153 18.15247 0.32 -0.63 0.23
H 2.01111 -22.71792 19.09228 -0.28 0.10 0.12
H 2.02537 -21.46805 17.07409 0.07 0.12 0.11
C 1.25158 -19.76683 10.81619 -0.18 0.20 -0.65
O 0.24461 -19.88560 11.78328 0.03 -0.41 0.31
H 1.62139 -18.74164 10.79822 0.28 0.06 -0.17
H 2.08087 -20.46528 10.92824 0.13 -0.07 0.30
H 0.79593 -19.99907 9.85361 -0.03 0.14 -0.07
H 0.68250 -19.79623 12.63291 -0.20 0.12 0.36
C 6.82942 -15.52269 15.16071 -0.13 0.47 1.36
O 5.80584 -15.46586 14.21173 0.01 -0.44 -0.72
H 6.66017 -14.70373 15.85982 0.55 0.48 0.09
H 6.79601 -16.38033 15.83262 -0.04 -0.58 -0.38
H 7.82752 -15.46392 14.72660 -0.24 0.09 -0.27
H 5.01443 -15.82741 14.61739 -0.25 -0.04 -0.08
C 4.09358 -10.69190 15.81188 -0.65 0.14 -0.63
O 4.55838 -10.43877 17.10090 0.57 0.24 0.81
H 4.84983 -11.05935 15.11822 0.21 -0.43 0.21
H 3.24514 -11.37325 15.87533 -0.02 -0.07 -0.49
H 3.76569 -9.75148 15.36893 -0.24 0.11 0.11
H 4.32612 -11.18287 17.66124 0.12 -0.05 0.03
C -1.74363 -19.20400 20.55184 -0.18 0.35 0.53
C -3.14689 -18.86796 20.02186 0.21 -0.54 0.45
O -3.07854 -18.30859 18.74926 0.15 0.54 -0.79
H -1.17170 -19.76118 19.80985 -0.15 -0.23 -0.05
H -1.75026 -19.75970 21.48953 -0.27 -0.32 -0.10
H -1.13342 -18.33455 20.79641 -0.23 0.38 -0.29
H -3.74156 -18.18813 20.63203 0.37 0.19 0.39
H -3.76252 -19.76509 19.95637 0.09 -0.46 0.15
H -2.20435 -18.49937 18.40143 0.05 0.12 -0.36
C 1.85017 -12.43346 10.60555 -0.17 -0.30 -0.83
C 2.36308 -13.71909 10.01625 0.57 -0.86 -0.33
O 1.45915 -14.28088 9.05245 -0.36 0.73 0.33
H 1.76637 -11.65821 9.84393 0.11 0.09 -0.01
H 2.60588 -12.15627 11.34052 -0.46 0.28 0.30
H 0.84490 -12.60748 10.98926 0.19 0.16 0.49
H 2.56736 -14.40022 10.84236 -0.37 -0.38 0.07
H 3.35124 -13.56947 9.58125 0.09 0.23 -0.37
H 1.80242 -15.03668 8.57022 0.41 0.05 0.36
C -3.54538 -22.59460 15.74486 0.04 -0.02 0.44
C -3.91293 -22.94015 14.29817 -0.62 0.95 0.56
O -4.61377 -21.85206 13.65087 0.63 -0.48 0.07
H -3.09120 -23.43922 16.26299 0.25 -0.16 -0.21
H -4.39388 -22.34790 16.38305 -0.53 -0.06 -0.32
H -2.89226 -21.73236 15.87924 0.23 -0.08 -0.52
H -4.59019 -23.79416 14.28914 0.21 -0.37 0.01
H -3.02053 -23.16218 13.71300 -0.15 0.12 -0.06
H -5.40916 -21.69257 14.16421 -0.04 0.09 0.05
```
Positions in Å, forces in eV/Å.

HOMO energy   -7.747 eV
F_max   1.73 eV/A
HOMO-LUMO gap   0.3720 Eh
Molecular weight   449.3 g/mol
2S+1   1
DFT total energy   -46252.2588 eV
Total charge   -1

***

# 2
3 unconnected molecules or ions with the total composition C5H16NO, computed with the ωB97M-V functional and the def2-TZVPD basis.

Structure (XYZ):
```
23
Properties=species:S:1:pos:R:3:forces:R:3
C -0.08408 -0.19102 -2.04775 0.34 -0.36 0.46
C 0.63387 -0.91742 -0.94392 -0.86 -1.07 -0.94
C -0.22322 -1.62428 0.12820 -0.11 1.36 -0.50
C -0.82961 -0.65228 1.14031 -0.67 -0.50 0.42
C -2.01494 0.22882 0.75684 0.35 -0.28 1.00
N 2.35245 0.94093 0.94387 0.68 0.73 0.11
H -0.65003 0.66598 -1.64024 -0.25 0.07 -0.18
H -0.80850 -0.89165 -2.49513 -0.29 0.31 0.10
H 0.57331 0.15617 -2.84046 0.13 -0.03 0.08
H 1.22193 -0.09852 -0.40243 0.63 -0.09 0.50
H -1.07784 -2.06104 -0.40870 0.08 -0.08 -0.08
H 0.31060 -2.42460 0.63100 0.30 0.13 0.02
H -1.21768 -1.21698 2.00093 0.34 -0.06 -0.03
H -0.00211 -0.05535 1.56083 -0.02 -0.01 0.05
H -2.38365 0.56592 1.72820 -0.26 0.34 -0.24
H -1.74319 1.11665 0.16724 -0.09 -0.17 -0.19
H -2.83623 -0.33260 0.30727 0.12 0.13 -0.36
H 1.48703 1.39705 0.64412 -0.72 0.01 -0.34
H 1.36157 -1.60548 -1.38254 0.43 0.29 0.21
H 3.17304 1.30597 0.44672 -0.25 -0.35 -0.23
H 2.54914 1.12141 1.92816 -0.13 -0.43 0.21
H 0.04948 2.77180 -0.05497 0.12 -0.26 -0.01
O 0.15867 1.80051 -0.16754 0.11 0.29 -0.08
```
Positions in Å, forces in eV/Å.

HOMO energy   -15.087 eV
F_max   1.66 eV/A
HOMO-LUMO gap   0.1924 Eh
Molecular weight   106.2 g/mol
2S+1   1
DFT total energy   -8968.0969 eV
Total charge   +1

***

# 3
A molecular structure, C16H20N3O8RbS, computed with the ωB97M-V functional and the def2-TZVPD basis.

Structure (XYZ):
```
49
Properties=species:S:1:pos:R:3:forces:R:3
Rb -0.39112 -0.48168 -0.80297 0.05 -0.39 0.31
N 0.98194 2.90225 -2.00058 0.10 0.09 -0.18
C 2.10421 2.58784 -2.91389 -0.14 -0.08 0.14
C 3.36171 2.26906 -2.11676 -0.11 -0.22 0.07
N 3.49314 0.83328 -1.88094 0.19 0.15 0.11
C 4.30166 0.49171 -0.72740 -0.19 0.07 -0.09
C 4.09562 -0.95758 -0.32838 -0.22 -0.01 -0.09
N 2.72808 -1.13786 0.14732 0.04 0.09 -0.08
H 0.85127 2.13924 -1.34565 0.15 -0.06 0.01
H 0.12292 2.90692 -2.54003 -0.03 -0.01 -0.06
H 2.27512 3.46473 -3.53877 -0.01 0.09 0.00
H 1.87985 1.74302 -3.57250 -0.01 0.00 -0.03
H 3.30543 2.82571 -1.16869 0.02 0.06 0.07
H 4.25335 2.63168 -2.63714 0.06 -0.04 -0.09
H 2.58586 0.38437 -1.82106 -0.07 0.00 -0.06
H 4.06691 1.12762 0.14531 -0.01 0.03 0.05
H 5.35868 0.65982 -0.95523 0.09 0.03 -0.05
H 4.85844 -1.24250 0.40350 0.12 -0.01 0.13
H 4.24166 -1.57635 -1.21652 -0.02 -0.05 0.00
H 2.57016 -0.63437 1.01430 0.05 -0.02 0.04
H 2.49181 -2.10228 0.33712 0.00 -0.03 -0.04
O -2.31193 0.25813 -6.94528 -0.15 0.10 -0.55
C -1.96422 0.12725 -5.78724 0.25 -0.16 0.72
C -2.87002 -0.10629 -4.61196 0.67 0.09 0.05
O -4.08968 -0.16181 -4.64965 -0.50 -0.05 -0.02
C -2.01382 -0.23602 -3.40988 0.15 0.10 -0.52
C -0.61271 -0.10584 -3.81718 -0.36 0.13 -0.44
O 0.38552 -0.17355 -3.04999 0.57 0.23 -1.59
C -0.55580 0.16339 -5.26709 -0.55 -0.10 0.39
O 0.45051 0.38405 -5.92854 0.41 0.09 -0.27
O -2.42367 -0.41600 -2.23955 -0.88 -0.02 -0.54
C -4.74936 -1.24822 5.89609 0.04 -0.01 -0.03
C -3.56125 -1.14433 4.96921 -0.03 0.00 0.02
C -2.82551 -2.26977 4.60966 0.00 -0.03 -0.01
C -1.73960 -2.17302 3.74888 -0.04 0.12 0.02
C -1.37369 -0.93462 3.23804 -0.20 -0.06 0.20
C -2.10252 0.19829 3.57831 -0.02 -0.09 0.04
C -3.18561 0.08725 4.43887 0.00 0.02 -0.01
S 0.04506 -0.79640 2.17750 0.11 -0.10 0.69
O 1.19483 -0.82113 3.06445 0.12 -0.02 0.05
O -0.03411 -1.95548 1.29250 0.08 -0.31 0.70
O -0.14426 0.47639 1.49408 0.19 0.40 0.97
H -4.89706 -2.27533 6.23477 0.02 0.03 -0.02
H -5.66794 -0.92527 5.39893 0.04 -0.01 0.01
H -4.62006 -0.61907 6.78094 0.01 -0.01 -0.04
H -3.11418 -3.23992 5.00257 0.01 0.02 -0.01
H -1.17904 -3.05270 3.45511 -0.02 0.05 0.01
H -1.81805 1.15168 3.15004 -0.01 -0.06 0.02
H -3.75850 0.97368 4.69542 0.02 -0.02 -0.01
```
Positions in Å, forces in eV/Å.

HOMO energy   -0.540 eV
F_max   1.71 eV/A
HOMO-LUMO gap   0.1618 Eh
Molecular weight   499.9 g/mol
2S+1   1
DFT total energy   -49259.5533 eV
Total charge   -2

***

# 4
2 unconnected molecules or ions with the total composition C6H13NO, computed with the ωB97M-V functional and the def2-TZVPD basis.

Structure (XYZ):
```
21
Properties=species:S:1:pos:R:3:forces:R:3
C 1.91673 1.44771 1.95722 -0.11 0.54 0.45
C 1.54392 0.11376 1.43859 -0.55 -1.35 -0.05
C 1.15145 -0.21974 0.20709 0.23 1.17 0.58
N 0.84513 -1.49880 -0.22849 0.02 0.15 -0.75
C -0.42630 -1.67545 -0.95997 2.25 -0.06 -0.39
C -1.67125 -0.72392 -2.82596 0.09 -0.49 0.33
C -0.53118 -0.73193 -2.13529 -1.49 0.37 -0.44
H 1.94443 2.22854 1.20585 0.13 -0.03 -0.43
H 1.17948 1.80746 2.68268 0.01 -0.16 0.13
H 2.87414 1.45559 2.48060 0.07 -0.08 -0.08
H 1.47900 -0.73089 2.12956 0.33 0.32 0.33
H 1.09834 0.60819 -0.49519 -0.12 -0.36 -0.44
H 1.03365 -2.20461 0.46606 -0.17 -0.04 0.05
H -1.22797 -1.57920 -0.25423 -0.89 0.10 0.02
H -0.38347 -2.66730 -1.40446 -0.28 -0.31 0.32
H -2.39898 -1.50826 -2.62722 -0.22 0.29 0.16
H -1.95571 -0.00603 -3.57652 0.36 0.02 -0.32
H 0.23199 -0.03635 -2.45816 0.30 -0.04 0.56
H -1.67899 2.10672 0.92709 0.29 -0.08 -0.07
H -2.47393 1.68740 2.15096 0.16 -0.47 0.84
O -2.55048 2.12712 1.31979 -0.42 0.52 -0.78
```
Positions in Å, forces in eV/Å.

HOMO energy   -8.023 eV
F_max   2.28 eV/A
HOMO-LUMO gap   0.3262 Eh
Molecular weight   115.2 g/mol
2S+1   1
DFT total energy   -9968.5737 eV

***

# 5
2 unconnected molecules or ions with the total composition C3H12N2O2, computed with the ωB97M-V functional and the def2-TZVPD basis.

Structure (XYZ):
```
19
Properties=species:S:1:pos:R:3:forces:R:3
C -0.93978 0.48824 0.72897 -0.84 0.57 -0.31
N 0.18544 -0.12096 0.04435 -2.84 -1.00 -0.52
C 0.47170 -1.52601 0.26400 2.25 -0.85 -0.12
O 1.34838 -1.96176 -0.73328 -0.51 0.21 0.46
C -1.64626 1.52813 -0.14713 0.44 0.09 0.07
N -2.45163 0.88019 -1.17554 0.43 -0.03 -0.35
H -0.70153 0.84898 1.73115 0.38 -0.02 -0.02
H -1.71938 -0.27594 0.86870 0.26 -0.36 0.24
H 0.11659 0.06842 -0.96683 0.77 0.23 0.06
H 0.95001 -1.72338 1.22836 -0.40 0.55 0.37
H -0.43721 -2.13192 0.25652 -0.51 0.35 -0.23
H 2.20433 -2.06387 -0.30021 0.25 -0.08 -0.41
H -2.28598 2.10964 0.51530 -0.08 0.03 -0.01
H -0.93894 2.23332 -0.59695 0.19 0.00 0.23
H -2.16136 -0.04369 -1.47231 0.06 -0.21 0.36
H -2.42990 1.42281 -2.02916 -0.41 0.22 0.02
H 3.04655 1.21842 0.50414 -0.03 0.01 0.00
H 1.61768 0.60714 0.57632 0.32 0.48 -0.03
O 2.46181 0.67189 1.04390 0.28 -0.19 0.21
```
Positions in Å, forces in eV/Å.

HOMO energy (alpha / beta)   -14.183 / -13.888 eV
F_max   3.06 eV/A
HOMO-LUMO gap (alpha / beta)   0.4084 / 0.1815 Eh
Molecular weight   108.1 g/mol
2S+1   2
DFT total energy   -10371.0417 eV
Total charge   +1

***

Question: What is the molecular weight in the first record?
Answer: 449.3 g/mol

***

Question: What is the 2S+1 in the fifth record?
Answer: 2